# 1
The following is a quantum chemistry calculation of a structure of composition C26H24Br4EuN2O3S at a distorted geometry, from OMol25.

Its spin multiplicity is 8. The energy above the lowest of the compared OMol25 structures with the same formula, charge and spin comes out at 0.012 eV. The highest occupied orbital energy (alpha / beta) is -6.3 / -6.9 eV.

```
61
Properties=species:S:1:pos:R:3:mulliken_spin:R:1
Eu -0.44837 0.37317 -0.03129 6.91
C -0.08732 3.94809 2.08930 0.00
C -1.07331 3.04409 1.40774 0.00
C -1.82338 2.12811 2.16601 0.02
C -2.86209 1.39303 1.58363 -0.01
C -3.70502 0.46231 2.40678 0.00
C -3.08508 1.51719 0.21000 0.01
C -2.31819 2.38224 -0.58872 0.01
C -2.57551 2.47496 -2.07413 0.00
C -1.31461 3.14458 0.03996 0.01
H 0.57182 3.38302 2.74851 0.00
H -0.62199 4.68410 2.69361 0.00
H 0.52726 4.48798 1.37311 0.00
H -1.64404 2.04724 3.22991 0.00
H -4.71881 0.40955 2.01187 0.00
H -3.75566 0.79323 3.44177 0.00
H -3.27114 -0.53766 2.37327 0.00
H -3.87263 0.93423 -0.25798 0.00
H -2.31815 1.54586 -2.59101 0.00
H -1.98896 3.27312 -2.52816 0.00
H -3.63170 2.67573 -2.26093 0.00
H -0.74054 3.84244 -0.56270 0.00
O 1.23445 -1.62934 0.54890 0.01
C 1.89542 -1.27345 1.78017 0.01
C 2.60681 0.02476 1.58915 0.00
C 3.93428 0.17011 1.92650 0.00
C 4.55461 1.41199 1.73962 0.00
C 3.80858 2.45033 1.16272 0.00
C 2.49704 2.22195 0.82345 0.01
N 1.86953 1.03531 1.05542 0.02
H 0.55680 -2.27748 0.74748 0.00
H 2.63808 -2.02609 2.06037 0.00
H 1.13809 -1.18075 2.57723 0.00
H 4.47302 -0.67431 2.33216 0.00
H 5.59115 1.56289 2.00477 0.00
H 4.25172 3.41596 0.96519 0.00
H 1.90879 2.98231 0.32487 0.00
Br -3.44309 -5.60252 -2.63062 0.00
C -2.87282 -4.25871 -1.44538 0.00
C -3.03716 -4.38791 -0.08067 0.00
Br -3.85398 -5.91269 0.65513 0.00
C -2.58196 -3.36794 0.76662 -0.01
Br -2.68002 -3.51330 2.64844 0.00
C -1.99663 -2.20168 0.28584 0.00
O -1.51240 -1.26493 1.07702 0.00
C -1.85681 -2.05190 -1.14393 0.00
O -1.27752 -0.94795 -1.61846 -0.01
C -2.26829 -3.09865 -1.95197 0.00
Br -1.94572 -2.86900 -3.80289 0.00
S 1.16186 1.41928 -2.28625 0.00
C 1.99632 -0.05699 -2.45988 0.00
N 1.31318 -1.20594 -2.69237 0.01
C 1.86939 -2.42777 -2.84234 0.00
C 3.22451 -2.57101 -2.78487 0.00
C 3.98828 -1.41381 -2.55137 0.00
C 3.40448 -0.18828 -2.39537 0.01
H 0.28992 -1.13718 -2.65515 -0.01
H 1.15931 -3.22515 -3.00820 0.00
H 3.66931 -3.54482 -2.90953 0.00
H 5.06642 -1.49524 -2.48815 0.00
H 3.98247 0.70333 -2.20420 0.00
```

# 2
The following is a quantum chemistry calculation of a cluster of 3 separate species, C10H13B3F2O9 in total at a distorted geometry, from OMol25.

The highest occupied orbital energy is -9.1 eV.

```
37
Properties=species:S:1:pos:R:3:mulliken_charge:R:1
O -2.34852 -1.55551 2.68596 -0.52
C -3.06350 -0.66057 2.32515 0.59
O -4.32523 -0.44925 2.80014 -0.31
C -4.77459 0.76875 2.22760 -0.41
C -3.92940 0.87739 1.00062 0.34
F -3.67751 2.17236 0.69730 -0.33
O -2.71699 0.26405 1.38529 -0.25
H -4.60209 1.58697 2.93318 0.29
H -5.84050 0.72411 1.99629 0.29
H -4.33957 0.36437 0.12538 0.27
O 5.05535 -0.68337 0.20101 -0.52
C 4.31916 -1.44713 0.76516 0.55
O 2.95804 -1.35591 0.74196 -0.18
C 2.46386 -2.50673 1.40798 -0.41
C 3.61751 -2.89681 2.27335 0.33
F 3.66215 -4.23877 2.44683 -0.29
O 4.74110 -2.50597 1.51286 -0.30
H 2.21170 -3.27348 0.66932 0.26
H 1.56936 -2.27085 1.98782 0.26
H 3.63947 -2.39586 3.24600 0.28
C 3.72690 0.07023 -2.36594 -0.54
C 2.88687 1.09579 -2.29012 0.05
C 2.06121 2.45987 -1.93803 -0.42
B 0.50522 2.29945 -2.39933 0.19
O -0.42815 3.35871 -1.95807 -0.38
B -1.61309 2.68577 -1.42982 0.56
O -2.24843 1.70460 -2.33307 -0.30
B -1.17545 0.70638 -2.53342 0.51
C -1.36746 -0.79595 -1.93635 -0.62
O 0.01794 1.18565 -3.23285 -0.36
H 4.65574 -0.61564 -2.24496 0.36
H 2.59487 3.37137 -2.40973 0.32
H 2.09618 2.62425 -0.78133 0.24
H -2.05175 2.83040 -0.34972 -0.14
H -0.37814 -1.38917 -1.86501 0.23
H -2.15088 -1.42930 -2.52101 0.26
H -1.75139 -0.68017 -0.84039 0.07
```

# 3
The following is a quantum chemistry calculation of the molecule C5H4N2 at a distorted geometry, from OMol25.

The energy above the lowest of the compared OMol25 structures with the same formula, charge and spin comes out at 3.131 eV. The highest occupied orbital energy is -9.3 eV.

```
11
Properties=species:S:1:pos:R:3:mulliken_charge:R:1
C -2.52388 1.35661 -0.22290 -0.45
C -1.33412 1.08216 -0.10669 -0.13
C -0.10723 0.42817 0.02857 0.39
C 0.81236 0.01735 -0.91505 -0.29
C 1.65755 -0.85026 -0.21056 -0.41
N 1.28235 -0.98763 1.06131 -0.78
N 0.21796 -0.21151 1.18592 0.32
H -3.05881 0.41659 -0.34764 0.26
H 0.82555 0.30740 -1.95563 0.38
H 2.52024 -1.38681 -0.57476 0.45
H -0.29197 -0.17207 2.05743 0.26
```

# 4
The following is a quantum chemistry calculation of the molecule C3H6N2OS at a distorted geometry, from OMol25.

The energy above the lowest of the compared OMol25 structures with the same formula, charge and spin comes out at 4.171 eV. The highest occupied orbital energy is -8.2 eV.

```
13
Properties=species:S:1:pos:R:3:mulliken_charge:R:1
C 2.62405 1.07753 -0.23026 -0.14
N 2.08554 0.78768 0.86470 -0.38
S 0.47917 1.06309 1.29937 -0.06
C -0.63304 -0.00383 0.33971 0.48
C -1.81717 -0.68845 0.91409 -0.97
N -0.27769 -0.14722 -0.85479 -0.29
O -1.18204 -0.86809 -1.61536 -0.43
H 3.69366 0.87005 -0.30332 0.27
H 2.19301 1.50226 -1.13178 0.26
H -1.55206 -1.75469 1.15841 0.25
H -2.64078 -0.70513 0.20920 0.33
H -2.17185 -0.22033 1.83809 0.34
H -0.80078 -0.91286 -2.48804 0.34
```